# 1
C17H21N5O | wB97M-V/def2-TZVPD

Output
**Orbital gap**: 8.86 eV
**ΔE to the lowest compared entry with this formula, charge and spin**: 0.000 eV
**Structure (SMILES)**: CC[C@H](C)N1C(=O)C(C)(C)c2cnc(Nc3cccnc3)nc21
**E_LUMO**: 0.6 eV
**2S+1**: 1
**Net charge**: 0
**Highest occupied orbital energy**: -8.2 eV

CARTESIAN COORDINATES (ANGSTROEM)
C: -1.570 -4.421 1.699
C: -2.007 -3.034 1.231
C: -1.061 -1.877 1.554
C: -0.984 -1.475 3.061
N: -1.502 -0.716 0.775
C: -2.680 -0.006 0.859
O: -3.663 -0.310 1.517
C: -2.679 1.212 -0.045
C: -3.679 1.108 -1.226
C: -2.966 2.530 0.749
C: -1.244 1.123 -0.576
C: -0.424 1.955 -1.311
N: 0.834 1.604 -1.534
C: 1.298 0.480 -1.014
N: 2.605 0.110 -1.036
C: 3.727 0.865 -1.474
C: 4.978 0.262 -1.438
C: 6.102 0.944 -1.851
C: 6.013 2.278 -2.287
N: 4.844 2.900 -2.346
C: 3.724 2.237 -1.942
N: 0.586 -0.350 -0.287
C: -0.695 -0.010 -0.096
H: -2.314 -5.185 1.396
H: -0.602 -4.648 1.255
H: -1.478 -4.419 2.810
H: -2.963 -2.844 1.703
H: -2.151 -3.050 0.124
H: -0.034 -2.175 1.226
H: -0.554 -2.304 3.601
H: -0.328 -0.606 3.152
H: -1.958 -1.238 3.494
H: -3.605 1.960 -1.930
H: -4.677 1.006 -0.829
H: -3.496 0.168 -1.780
H: -2.870 3.384 0.083
H: -2.280 2.625 1.602
H: -4.009 2.509 1.107
H: -0.829 2.867 -1.720
H: 2.790 -0.700 -0.480
H: 5.061 -0.785 -1.157
H: 7.000 0.381 -1.903
H: 6.909 2.821 -2.633
H: 2.834 2.827 -2.101

# 2
C17H21N5O3 | wB97M-V/def2-TZVPD

Output
**Orbital gap**: 7.19 eV
**ΔE to the lowest compared entry with this formula, charge and spin**: 19.703 eV
**E_LUMO**: -0.6 eV
**2S+1**: 1
**Net charge**: 0
**Highest occupied orbital energy**: -7.8 eV

CARTESIAN COORDINATES (ANGSTROEM)
C: 4.282 2.719 -0.066
H: 4.375 2.852 0.931
O: 3.440 1.855 -0.583
C: 2.028 1.955 -0.318
C: 1.501 2.953 0.177
C: 0.064 3.190 0.599
C: -0.868 2.162 0.318
C: -0.294 1.170 -0.604
C: 1.022 1.009 -0.801
C: 1.654 -0.308 -1.360
N: 2.166 -0.925 -0.330
C: 1.138 -1.623 0.437
C: 1.992 -2.697 1.510
H: 1.278 -2.937 2.310
O: 2.776 -3.534 0.938
C: 3.654 -2.983 0.309
C: 3.075 -2.332 -0.886
H: 3.760 -1.765 -1.496
H: 2.537 -2.758 -1.610
H: 4.276 -3.735 -0.105
H: 4.345 -2.275 0.644
H: 2.465 -1.729 2.376
H: 0.648 -0.810 1.059
H: 0.497 -2.344 0.164
H: 0.804 -0.609 -2.139
H: 2.481 0.039 -2.071
H: -0.959 0.209 -0.813
C: -2.155 2.605 0.365
N: -3.092 1.454 0.303
N: -4.283 1.647 0.489
C: -5.276 0.851 0.193
O: -6.494 1.015 0.255
C: -4.838 -0.578 -0.074
C: -3.687 -1.434 -0.158
C: -4.049 -2.673 -0.502
N: -5.282 -2.515 -0.641
N: -5.795 -1.520 -0.597
H: -6.814 -1.320 -0.208
H: -3.396 -3.412 -0.635
H: -2.808 -0.792 0.180
H: -4.572 2.535 0.861
H: -2.668 3.490 1.015
H: -0.343 4.127 1.066
H: 2.093 3.775 0.677
H: 5.093 2.377 -0.522
H: 4.230 3.618 -0.659

# 3
C17H21NO3 | wB97M-V/def2-TZVPD

Output
**Orbital gap**: 9.09 eV
**ΔE to the lowest compared entry with this formula, charge and spin**: 0.759 eV
**Structure (SMILES)**: CC[C@H](CO)NC=C1C(=O)CC(c2ccccc2)CC1=O
**E_LUMO**: 0.4 eV
**2S+1**: 1
**Net charge**: 0
**Highest occupied orbital energy**: -8.7 eV

CARTESIAN COORDINATES (ANGSTROEM)
C: -4.835 -2.527 -1.080
C: -3.533 -2.092 -0.416
C: -2.954 -0.825 -1.057
C: -2.190 -1.141 -2.361
O: -1.831 0.016 -3.066
N: -2.066 -0.116 -0.160
C: -1.148 -0.664 0.610
C: -0.193 0.052 1.314
C: -0.105 1.486 1.174
O: -0.860 2.129 0.443
C: 0.958 2.188 1.981
C: 2.233 1.344 2.088
C: 2.855 1.194 0.717
C: 3.520 2.290 0.174
C: 4.071 2.235 -1.092
C: 3.969 1.075 -1.841
C: 3.321 -0.024 -1.308
C: 2.769 0.034 -0.039
C: 1.883 0.028 2.775
C: 0.736 -0.723 2.131
O: 0.604 -1.924 2.298
H: -4.682 -2.755 -2.131
H: -5.221 -3.418 -0.592
H: -5.584 -1.743 -1.004
H: -2.808 -2.905 -0.479
H: -3.723 -1.888 0.640
H: -3.769 -0.135 -1.299
H: -1.305 -1.746 -2.116
H: -2.830 -1.710 -3.037
H: -1.236 0.550 -2.526
H: -1.996 0.908 -0.215
H: -1.136 -1.743 0.716
H: 0.550 2.364 2.982
H: 1.155 3.159 1.524
H: 2.949 1.885 2.719
H: 3.608 3.198 0.755
H: 4.582 3.097 -1.494
H: 4.396 1.028 -2.832
H: 3.242 -0.936 -1.882
H: 2.276 -0.842 0.354
H: 1.579 0.235 3.807
H: 2.747 -0.638 2.825

# 4
C17H21NO3 | wB97M-V/def2-TZVPD

Output
**Orbital gap**: 8.53 eV
**ΔE to the lowest compared entry with this formula, charge and spin**: 3.390 eV
**Structure (SMILES)**: C=CC[C@@H](NCc1ccco1)c1ccc(OC)cc1OC
**E_LUMO**: 0.8 eV
**2S+1**: 1
**Net charge**: 0
**Highest occupied orbital energy**: -7.7 eV

CARTESIAN COORDINATES (ANGSTROEM)
C: 4.651 1.755 1.763
C: 3.612 2.050 1.005
C: 2.207 1.633 1.292
C: 1.619 0.821 0.123
N: 2.455 -0.348 -0.098
C: 2.215 -1.056 -1.342
C: 0.860 -1.688 -1.458
C: -0.191 -1.438 -2.290
C: -1.232 -2.311 -1.892
C: -0.737 -3.026 -0.849
O: 0.529 -2.661 -0.581
C: 0.161 0.500 0.390
C: -0.203 -0.368 1.402
C: -1.523 -0.717 1.641
C: -2.517 -0.177 0.841
O: -3.850 -0.443 0.954
C: -4.265 -1.358 1.938
C: -2.176 0.716 -0.175
C: -0.855 1.056 -0.406
O: -0.455 1.913 -1.390
C: -1.430 2.446 -2.252
H: 5.648 2.077 1.518
H: 4.547 1.179 2.668
H: 3.744 2.627 0.099
H: 2.173 1.040 2.207
H: 1.582 2.519 1.433
H: 1.677 1.427 -0.786
H: 2.371 -0.991 0.683
H: 2.339 -0.350 -2.166
H: 2.987 -1.829 -1.423
H: -0.217 -0.721 -3.085
H: -2.210 -2.390 -2.321
H: -1.163 -3.797 -0.238
H: 0.564 -0.803 2.026
H: -1.750 -1.406 2.438
H: -5.347 -1.430 1.838
H: -4.019 -1.005 2.945
H: -3.820 -2.346 1.781
H: -2.982 1.113 -0.768
H: -2.149 3.069 -1.711
H: -0.885 3.063 -2.965
H: -1.966 1.657 -2.789

# 5
C17H21NO3 | wB97M-V/def2-TZVPD

Output
**Orbital gap**: 9.10 eV
**ΔE to the lowest compared entry with this formula, charge and spin**: 1.457 eV
**Structure (SMILES)**: CCC(=O)NCC[C@H](c1ccco1)c1ccccc1OC
**E_LUMO**: 0.8 eV
**2S+1**: 1
**Net charge**: 0
**Highest occupied orbital energy**: -8.3 eV

CARTESIAN COORDINATES (ANGSTROEM)
C: -6.137 -0.603 0.050
C: -4.848 -0.716 0.853
C: -3.648 -0.225 0.052
O: -3.702 0.105 -1.112
N: -2.504 -0.184 0.776
C: -1.225 0.179 0.211
C: -0.252 -0.999 0.217
C: 1.071 -0.637 -0.476
C: 1.984 -1.821 -0.528
C: 2.829 -2.247 -1.510
C: 3.471 -3.407 -1.011
C: 2.970 -3.599 0.237
O: 2.072 -2.645 0.540
C: 1.746 0.523 0.228
C: 2.340 0.355 1.466
C: 2.946 1.414 2.122
C: 2.957 2.661 1.529
C: 2.367 2.854 0.290
C: 1.758 1.793 -0.370
O: 1.148 1.896 -1.586
C: 1.104 3.151 -2.219
H: -6.328 0.436 -0.205
H: -6.048 -1.163 -0.876
H: -6.979 -0.988 0.620
H: -4.668 -1.758 1.129
H: -4.920 -0.131 1.773
H: -2.509 -0.509 1.730
H: -0.800 1.016 0.774
H: -1.419 0.504 -0.814
H: -0.048 -1.304 1.246
H: -0.707 -1.843 -0.306
H: 0.861 -0.332 -1.504
H: 2.973 -1.794 -2.469
H: 4.199 -4.009 -1.514
H: 3.160 -4.347 0.982
H: 2.332 -0.624 1.922
H: 3.405 1.263 3.087
H: 3.425 3.497 2.027
H: 2.389 3.837 -0.152
H: 0.569 3.889 -1.612
H: 0.560 2.990 -3.148
H: 2.107 3.525 -2.447

# 6
C17H21NO4S | wB97M-V/def2-TZVPD

Output
**Orbital gap**: 8.28 eV
**ΔE to the lowest compared entry with this formula, charge and spin**: 1.690 eV
**Structure (SMILES)**: CC(=O)c1ccc(S(=O)(=O)N(C)[C@H](C)CCc2ccco2)cc1
**E_LUMO**: -0.3 eV
**2S+1**: 1
**Net charge**: 0
**Highest occupied orbital energy**: -8.6 eV

CARTESIAN COORDINATES (ANGSTROEM)
C: 3.352 3.338 1.884
C: 3.273 2.930 0.436
O: 4.253 2.885 -0.270
C: 1.924 2.575 -0.097
C: 0.762 2.612 0.674
C: -0.450 2.253 0.113
C: -0.505 1.861 -1.211
S: -2.083 1.307 -1.858
O: -1.955 1.123 -3.276
O: -3.115 2.170 -1.366
N: -2.199 -0.148 -1.055
C: -3.438 -0.469 -0.390
C: -1.379 -1.207 -1.615
C: -2.125 -2.059 -2.643
C: -0.765 -2.066 -0.505
C: 0.057 -1.224 0.480
C: 0.631 -2.065 1.567
C: 0.188 -2.348 2.826
C: 1.133 -3.241 3.391
C: 2.077 -3.435 2.433
O: 1.782 -2.730 1.327
C: 0.631 1.834 -1.997
C: 1.844 2.192 -1.438
H: 4.386 3.562 2.135
H: 2.742 4.221 2.058
H: 2.994 2.532 2.521
H: 0.795 2.916 1.708
H: -1.366 2.278 0.683
H: -3.928 0.477 -0.175
H: -3.236 -0.993 0.545
H: -4.105 -1.074 -1.010
H: -0.570 -0.680 -2.133
H: -1.427 -2.724 -3.144
H: -2.894 -2.662 -2.168
H: -2.580 -1.407 -3.384
H: -1.556 -2.589 0.036
H: -0.120 -2.816 -0.963
H: 0.870 -0.733 -0.060
H: -0.580 -0.455 0.917
H: -0.696 -1.966 3.294
H: 1.107 -3.672 4.370
H: 2.971 -4.025 2.415
H: 0.545 1.543 -3.032
H: 2.753 2.179 -2.021

# 7
C17H21NO5 | wB97M-V/def2-TZVPD

Output
**Orbital gap**: 8.63 eV
**ΔE to the lowest compared entry with this formula, charge and spin**: 6.236 eV
**Structure (SMILES)**: COc1cc2c(cc1O)[C@@H]1[C@H](O)[C@@H](OC)C=C3CC[N@@+]([O-])(C2)[C@H]31
**E_LUMO**: 0.7 eV
**2S+1**: 1
**Net charge**: 0
**Highest occupied orbital energy**: -8.0 eV

CARTESIAN COORDINATES (ANGSTROEM)
C: -0.330 2.693 -5.288
O: 0.476 3.004 -4.103
C: 0.320 2.254 -2.940
C: -0.678 1.295 -2.685
C: -0.652 0.522 -1.531
C: 0.319 0.750 -0.544
C: 1.334 1.673 -0.848
C: 1.350 2.383 -2.049
O: 2.407 3.155 -2.410
C: 0.163 -0.043 0.759
C: 1.472 -0.208 1.556
O: 2.438 -0.957 0.780
C: 1.134 -0.910 2.900
O: 0.924 0.024 3.959
C: 2.010 0.142 4.885
C: -0.107 -1.778 2.897
C: -0.838 -2.048 1.769
C: -2.108 -2.756 1.586
C: -2.643 -2.040 0.340
N: -1.478 -1.604 -0.458
O: -1.138 -2.453 -1.250
C: -1.811 -0.377 -1.206
C: -0.369 -1.465 0.516
H: -0.032 3.344 -6.125
H: -1.387 2.821 -5.041
H: -0.183 1.656 -5.645
H: -1.461 1.065 -3.341
H: 2.111 1.872 -0.153
H: 2.200 3.516 -3.303
H: -0.540 0.497 1.381
H: 1.926 0.731 1.800
H: 2.514 -0.544 -0.105
H: 1.942 -1.589 3.163
H: 2.842 0.588 4.377
H: 1.719 0.730 5.773
H: 2.317 -0.869 5.221
H: -0.467 -2.105 3.844
H: -2.802 -2.683 2.418
H: -1.919 -3.806 1.356
H: -3.300 -2.744 -0.231
H: -3.267 -1.153 0.645
H: -2.580 0.184 -0.706
H: -2.296 -0.679 -2.165
H: 0.466 -2.088 0.202

# 8
C17H21NO6S | wB97M-V/def2-TZVPD

Output
**Orbital gap**: 9.26 eV
**ΔE to the lowest compared entry with this formula, charge and spin**: 0.067 eV
**Structure (SMILES)**: COCCCNC(=O)c1ccc(CS(=O)(=O)c2ccccc2OC)o1
**E_LUMO**: 0.5 eV
**2S+1**: 1
**Net charge**: 0
**Highest occupied orbital energy**: -8.8 eV

CARTESIAN COORDINATES (ANGSTROEM)
C: -1.714 -2.317 2.505
O: -2.018 -1.179 1.733
C: -2.773 -0.236 2.471
C: -2.777 1.119 1.769
C: -1.491 1.913 2.023
N: -0.324 1.316 1.425
C: 0.446 0.413 2.079
O: 0.284 0.092 3.241
C: 1.548 -0.119 1.255
C: 2.312 -1.244 1.414
C: 3.230 -1.255 0.343
C: 2.979 -0.129 -0.393
C: 3.609 0.413 -1.602
S: 2.588 0.127 -3.127
O: 2.609 -1.266 -3.460
O: 3.096 1.050 -4.109
C: 0.934 0.669 -2.686
C: 0.536 1.926 -3.089
C: -0.735 2.382 -2.781
C: -1.595 1.555 -2.077
C: -1.201 0.291 -1.670
C: 0.084 -0.171 -1.963
O: 0.586 -1.356 -1.581
C: -0.268 -2.281 -0.939
O: 1.952 0.561 0.151
H: -1.202 -3.024 1.855
H: -2.629 -2.780 2.895
H: -1.061 -2.046 3.342
H: -3.805 -0.610 2.578
H: -2.341 -0.127 3.474
H: -3.619 1.701 2.144
H: -2.912 0.963 0.698
H: -1.600 2.926 1.626
H: -1.306 1.967 3.099
H: -0.196 1.426 0.431
H: 2.215 -1.964 2.200
H: 3.981 -1.990 0.142
H: 4.565 -0.059 -1.807
H: 3.710 1.495 -1.564
H: 1.235 2.518 -3.657
H: -1.053 3.363 -3.094
H: -2.592 1.896 -1.840
H: -1.887 -0.333 -1.119
H: -0.683 -1.864 -0.018
H: 0.362 -3.138 -0.710
H: -1.079 -2.592 -1.604